Here is C41H41I2O4RhSe as an isolated structure from the OMol25 dataset. Energies are from the ωB97M-V functional and the def2-TZVPD basis.

Values from the calculation:
2S+1: 5
Energy above the lowest of the compared OMol25 structures with the same formula, charge and spin in kJ/mol: 0.00
Kohn-Sham gap (spin up / spin down) in hartree: 0.291 / 0.219
Maximum force in eV/A: 0.255
⟨S²⟩: 6.0215
HOMO energy (spin up / spin down) in eV: -8.0 / -8.5

The geometry in XYZ format:
```
90
Properties=species:S:1:pos:R:3:forces:R:3:lowdin_spin:R:1
Rh -1.30346 0.51402 -1.70252 0.1584 0.1444 -0.0488 2.33
C 3.08060 2.29245 2.65660 0.0084 -0.0027 0.0115 0.00
C 2.15550 1.17802 2.21194 -0.0565 0.0380 -0.0238 0.00
C 2.38505 -0.11833 2.96521 0.0426 -0.0171 0.0041 0.00
O 0.80798 1.60564 2.37290 0.0927 0.0135 -0.0138 0.00
C 0.09948 1.56445 1.14489 -0.1127 -0.0559 0.0491 0.00
C 1.10510 0.99392 0.13129 0.1053 0.0375 0.0412 0.01
O 2.33940 0.95865 0.82194 -0.0438 -0.0763 0.0384 0.00
C 1.28129 1.79576 -1.18754 0.2309 0.0865 -0.0654 0.02
O 0.02657 2.02706 -1.75389 -0.1283 -0.0803 0.0202 0.29
C 1.94074 3.14696 -0.89539 -0.0047 -0.0583 0.0177 0.01
C 3.32203 3.27173 -0.76737 -0.0122 -0.0499 -0.0178 0.00
C 3.89667 4.49473 -0.46329 -0.0042 0.0538 0.0084 0.00
C 3.09638 5.61604 -0.27949 0.0164 -0.0273 -0.0049 0.00
C 1.72184 5.50245 -0.41519 -0.0308 -0.0163 -0.0002 0.00
C 1.14728 4.27516 -0.72667 -0.0055 0.0488 0.0199 0.00
C 2.13041 0.99573 -2.18778 -0.0378 0.0171 -0.0213 0.01
C 2.12349 1.43190 -3.51272 -0.0092 0.0034 -0.0066 0.00
C 2.83237 0.75535 -4.49052 0.0002 0.0048 0.0077 0.00
C 3.57452 -0.37313 -4.15968 -0.0081 0.0058 0.0168 0.00
C 3.59430 -0.81052 -2.84603 -0.0014 0.0084 -0.0212 0.00
C 2.87327 -0.13433 -1.86503 0.0127 -0.0126 0.0347 0.00
C -1.21373 0.74913 1.35600 0.0162 0.0676 -0.1434 0.02
O -1.94721 0.71414 0.15470 -0.0060 -0.1665 0.1038 0.26
C -2.15242 1.46968 2.32941 -0.0186 -0.0078 -0.0285 0.01
C -1.86324 2.67341 2.95670 -0.0085 0.0229 0.0393 0.00
C -2.82645 3.30803 3.73737 -0.0067 -0.0050 0.0002 0.00
C -4.08317 2.74940 3.89738 0.0052 0.0031 -0.0004 0.00
C -4.37818 1.54019 3.27626 0.0178 -0.0051 -0.0031 0.00
C -3.41921 0.90906 2.50352 -0.0181 0.0159 0.0250 0.00
C -0.89926 -0.66399 1.85304 0.0095 0.0146 -0.0343 0.00
C -0.62488 -1.68625 0.94818 0.0215 0.0696 0.0738 0.01
C -0.29391 -2.96280 1.38000 0.0013 -0.0004 -0.0035 0.00
C -0.24806 -3.24086 2.73866 0.0067 0.0104 0.0067 0.00
C -0.53054 -2.23416 3.65202 -0.0166 -0.0077 -0.0147 0.00
C -0.84863 -0.95699 3.21269 -0.0163 -0.0337 0.0239 0.00
H 2.94264 2.48362 3.72118 0.0031 -0.0023 -0.0033 0.00
H 2.85794 3.19804 2.09333 -0.0052 0.0019 0.0000 0.00
H 4.11858 2.00941 2.47833 -0.0044 0.0053 0.0016 0.00
H 2.15075 0.01445 4.02194 0.0009 -0.0011 -0.0050 0.00
H 3.43004 -0.41509 2.86700 0.0001 -0.0011 0.0104 0.00
H 1.75097 -0.90693 2.56092 0.0360 0.0154 -0.0065 0.00
H -0.18841 2.57788 0.85051 -0.0231 -0.0194 -0.0097 0.00
H 0.82280 -0.02893 -0.15027 0.0053 -0.0167 -0.0283 0.01
H 3.94982 2.40074 -0.90619 0.0026 0.0076 0.0050 0.00
H 4.97251 4.57519 -0.36860 -0.0036 -0.0054 -0.0019 0.00
H 3.54350 6.57279 -0.04095 0.0041 -0.0034 -0.0019 0.00
H 1.09062 6.37300 -0.28568 -0.0012 -0.0044 -0.0002 0.00
H 0.07671 4.18624 -0.85890 0.0078 0.0043 -0.0015 0.00
H 1.54452 2.31124 -3.76676 -0.0020 -0.0031 0.0010 0.00
H 2.81287 1.11026 -5.51352 -0.0042 0.0008 0.0044 0.00
H 4.13427 -0.90087 -4.92158 0.0005 -0.0030 0.0055 0.00
H 4.17505 -1.68376 -2.57357 -0.0028 0.0036 0.0025 0.00
H 2.92084 -0.48580 -0.84265 -0.0104 0.0072 -0.0131 0.00
H -0.88401 3.12179 2.86241 -0.0115 -0.0007 -0.0050 0.00
H -2.58474 4.24612 4.22128 -0.0005 -0.0029 -0.0004 0.00
H -4.82962 3.24696 4.50346 0.0059 0.0031 -0.0008 0.00
H -5.35705 1.09179 3.39355 0.0046 -0.0013 -0.0011 0.00
H -3.65100 -0.02697 2.00958 0.0009 -0.0048 -0.0026 0.00
H -0.65792 -1.48276 -0.11583 -0.0736 -0.1179 0.0144 0.01
H -0.07973 -3.73456 0.65010 -0.0026 0.0088 0.0083 0.00
H 0.00471 -4.23523 3.08471 -0.0027 0.0008 -0.0047 0.00
H -0.49869 -2.44296 4.71406 0.0007 0.0057 0.0003 0.00
H -1.05501 -0.17793 3.93526 -0.0008 0.0054 -0.0111 0.00
I -5.60238 0.58425 -0.82675 -0.0917 -0.0007 0.0679 0.00
C -4.42466 2.32918 -0.69380 0.0281 -0.0148 0.0672 0.01
I -3.14973 2.60871 -2.35988 -0.0495 0.0798 -0.2342 0.10
H -3.77374 2.23770 0.16899 -0.0316 -0.0464 0.0056 0.00
H -5.08388 3.18604 -0.64510 0.0153 0.0150 0.0015 0.00
C -1.38644 -6.82013 -0.83458 0.0047 -0.0036 0.0001 0.01
C -1.27512 -5.44793 -1.43691 0.0092 -0.0126 0.0015 0.04
C -2.26055 -4.49392 -1.23409 -0.0055 0.0230 0.0247 0.00
C -2.17513 -3.21532 -1.77430 -0.0337 -0.0641 0.0365 0.04
C -3.27215 -2.23563 -1.49419 -0.0101 0.0679 0.0110 0.02
C -1.05707 -2.90092 -2.55899 0.0447 0.0673 -0.1473 0.07
Se -0.83696 -1.19994 -3.38563 -0.0049 0.0179 0.1506 0.63
C -0.04990 -3.85523 -2.80092 0.0400 -0.0763 -0.0048 0.04
C 1.15196 -3.55324 -3.65266 -0.0169 0.0244 -0.0171 0.01
C -0.17588 -5.10719 -2.22004 0.0129 0.0180 -0.0051 -0.01
H -2.23422 -6.88615 -0.15440 0.0001 0.0018 -0.0010 0.00
H -0.48233 -7.07746 -0.28053 -0.0014 0.0025 -0.0026 0.00
H -1.51670 -7.57518 -1.61232 0.0012 0.0033 0.0004 0.00
H -3.12282 -4.74203 -0.62546 0.0015 -0.0019 -0.0020 0.00
H -4.10561 -2.72613 -0.99225 -0.0056 -0.0147 -0.0182 0.00
H -3.64651 -1.76668 -2.40477 0.0028 0.0050 0.0049 0.01
H -2.92824 -1.43633 -0.82844 -0.0109 0.0015 -0.0087 0.01
H 1.73484 -2.72529 -3.24717 -0.0043 -0.0032 0.0007 0.00
H 0.85470 -3.26348 -4.66260 0.0054 -0.0011 0.0027 0.00
H 1.79823 -4.42686 -3.72392 -0.0131 -0.0100 0.0127 0.00
H 0.60545 -5.84027 -2.39005 -0.0101 -0.0040 0.0059 0.00
```
Forces are in eV/Å.


Here is a 2-piece molecular cluster, CH6OS overall at a distorted geometry from the OMol25 dataset. Energies are from the ωB97M-V functional and the def2-TZVPD basis.

Values from the calculation:
2S+1: 1
Energy above the lowest of the compared OMol25 structures with the same formula, charge and spin in kJ/mol: 57.10
Kohn-Sham gap in hartree: 0.383
Structure (SMILES): CS.O
Maximum force in eV/A: 2.708
HOMO energy in eV: -9.6

The geometry in XYZ format:
```
9
Properties=species:S:1:pos:R:3:forces:R:3:nbo_charge:R:1
C 0.11170 -0.88740 1.02715 -1.5266 -0.8824 1.9530 -0.71
S -0.69850 -0.97589 -0.75712 0.9986 0.3622 2.4911 -0.08
H 0.44698 -1.93771 1.26332 -0.0969 1.1393 -0.5475 0.22
H -0.68943 -0.72880 1.88381 1.0722 -0.1394 -2.2338 0.23
H 0.91124 -0.15779 1.32543 -0.6773 -0.4965 -1.3461 0.24
H 0.36304 -1.63481 -1.20624 0.1406 -0.1096 -0.3634 0.13
O 0.18542 2.11942 -1.00160 -0.6745 0.0006 -0.3868 -0.97
H -0.28663 1.29410 -1.28825 0.4144 1.1985 0.3158 0.48
H -0.34382 2.90889 -1.24651 0.3496 -1.0726 0.1177 0.47
```
Forces are in eV/Å.


Here is C22H29AsN2O6SSeTc as an isolated structure at a distorted geometry from the OMol25 dataset. Energies are from the ωB97M-V functional and the def2-TZVPD basis.

Values from the calculation:
2S+1: 2
Energy above the lowest of the compared OMol25 structures with the same formula, charge and spin in kJ/mol: 10.73
Kohn-Sham gap (spin up / spin down) in hartree: 0.272 / 0.288
Maximum force in eV/A: 1.134
⟨S²⟩: 0.8157
HOMO energy (spin up / spin down) in eV: -8.1 / -8.2

The geometry in XYZ format:
```
63
Properties=species:S:1:pos:R:3:forces:R:3:nbo_charge:R:1
Tc 0.38026 -2.44778 -1.56457 -0.1328 1.0796 0.3203 0.98
O -0.60005 0.89165 -2.39418 0.0737 -0.0797 -0.1154 -1.02
As -0.40377 -0.16821 -3.79505 0.1643 -0.1085 0.0592 2.45
O -1.47755 0.31587 -4.90951 -0.0572 -0.0952 -0.0601 -1.13
O -0.47897 -1.77615 -3.25003 -0.1865 -0.2218 -0.0174 -1.09
C 1.40032 0.10718 -4.45726 -0.1398 0.0106 -0.1700 -0.44
C 1.42379 0.74647 -5.69100 -0.0430 0.0305 -0.0184 -0.18
C 2.62349 0.97770 -6.35324 -0.0557 0.0044 -0.0002 -0.19
C 3.81480 0.56282 -5.79075 0.0322 -0.0402 0.0671 -0.20
C 3.80855 -0.08023 -4.55961 0.0971 0.0649 -0.0578 -0.20
C 2.61062 -0.30580 -3.90458 0.1095 0.0437 0.1694 -0.25
S 2.71574 -1.15995 -2.35951 -0.0075 -0.3926 -0.2217 2.38
O 4.04161 -1.03150 -1.84892 0.0314 0.0357 -0.0440 -0.92
O 1.62976 -0.60711 -1.50160 0.0523 0.0831 0.3839 -0.99
O 2.27060 -2.56242 -2.63423 0.1203 -0.0328 -0.0211 -0.95
H -1.21684 1.56494 -2.71565 -0.0007 -0.0072 0.0307 0.50
H 0.48075 1.04948 -6.12944 0.0048 -0.0050 0.0078 0.26
H 2.61891 1.47991 -7.31126 -0.0113 0.0025 -0.0136 0.22
H 4.75220 0.73684 -6.30110 0.0187 -0.0007 0.0041 0.22
H 4.73121 -0.39886 -4.09613 0.0089 -0.0080 0.0174 0.24
C -1.25775 2.26642 0.39897 0.0068 0.0529 0.0092 -0.61
C -2.65030 2.27282 -0.22906 -0.0170 0.0074 -0.0274 -0.40
C -3.77945 1.75369 0.66095 -0.0591 -0.0785 -0.0294 -0.40
C -3.79470 0.24328 0.89421 0.0173 0.0307 -0.1762 -0.22
N -2.65719 -0.24092 1.66870 0.2125 -0.0699 0.0038 -0.38
C -1.65394 -1.03846 1.22700 -0.0671 -0.0354 0.0303 0.32
Se -1.76613 -1.93937 -0.41105 -0.1663 0.0060 -0.0556 0.00
N -0.75143 -1.16878 2.22232 0.0215 0.0943 -0.1430 -0.37
C 0.50215 -1.91729 2.15437 -0.0571 -0.0623 -0.0271 -0.21
C 1.68426 -1.05566 1.72711 -0.0248 -0.1044 0.0003 -0.42
C 2.11893 0.02063 2.71457 -0.0074 0.0120 -0.0183 -0.40
C 3.30979 0.80342 2.17648 0.0079 0.0183 -0.0081 -0.60
C -1.19348 -0.46282 3.33366 -0.0972 0.0321 0.1201 0.11
C -0.66783 -0.33589 4.61254 -0.0283 0.0243 -0.0564 -0.22
C -1.40198 0.40443 5.52084 0.0240 -0.0110 0.0225 -0.21
C -2.62304 0.98774 5.17092 -0.0310 0.0194 -0.0006 -0.20
C -3.15150 0.85350 3.89996 0.0637 -0.0442 -0.0360 -0.25
C -2.40768 0.12006 2.98317 0.0625 -0.0570 0.1391 0.18
H -0.57016 2.87027 -0.19271 0.0062 -0.0079 -0.0135 0.22
H -0.82400 1.26958 0.44343 0.0115 -0.0527 -0.0147 0.21
H -1.28072 2.68470 1.40852 -0.0187 0.0041 0.0271 0.20
H -2.64356 1.69710 -1.15849 -0.0056 -0.0178 0.0609 0.21
H -2.90141 3.30009 -0.50581 -0.0136 -0.0065 0.0134 0.21
H -4.73604 1.98286 0.18435 -0.0072 0.0189 0.0062 0.22
H -3.77499 2.29458 1.60901 0.0198 -0.0071 0.0674 0.20
H -3.76403 -0.27265 -0.06499 -0.0331 -0.0002 0.0620 0.25
H -4.70328 -0.07174 1.41134 -0.0089 0.0593 0.0177 0.21
H 0.34152 -2.72614 1.43871 0.0032 0.0196 0.0340 0.24
H 0.65550 -2.37550 3.13444 0.0298 0.0560 -0.0077 0.21
H 1.44725 -0.59397 0.76762 -0.0238 0.0531 -0.0112 0.23
H 2.52553 -1.72848 1.53138 0.0135 -0.0152 0.0267 0.22
H 2.37964 -0.43592 3.67559 -0.0087 -0.0175 -0.0029 0.19
H 1.29267 0.71007 2.90976 -0.0115 -0.0135 -0.0194 0.20
H 4.16897 0.14976 2.02146 0.0200 -0.0153 -0.0097 0.21
H 3.60906 1.59871 2.85900 -0.0022 -0.0012 0.0177 0.21
H 3.06770 1.25676 1.21424 -0.0044 0.0089 -0.0174 0.21
H 0.27203 -0.79050 4.88755 0.0241 -0.0071 0.0098 0.23
H -1.02657 0.52900 6.52684 0.0080 0.0015 0.0175 0.22
H -3.17141 1.55049 5.91343 -0.0063 0.0105 0.0114 0.22
H -4.10473 1.28898 3.64209 -0.0388 0.0247 -0.0225 0.23
C 0.22813 -4.18422 -1.04576 0.1384 -0.2751 -0.3329 -0.52
H -0.44305 -4.59886 -0.29770 -0.0236 0.0034 -0.0011 0.19
H 0.97180 -4.86658 -1.47135 -0.0076 -0.0213 0.0137 0.19
```
Forces are in eV/Å.


no.,molecular weight (g mol⁻¹)
1,1033.45
2,66.12
3,701.43